# 1
Density functional theory data (ωB97M-V with the def2-TZVPD basis set) for a 2-piece molecular cluster, C4H11N3 overall.

Its net charge is +2. The HOMO energy (spin up / spin down) is -18.7 / -17.7 eV. Its HOMO-LUMO gap (spin up / spin down) is 10.0 / 7.8 eV.

Each line ends with the natural charge from an NBO analysis.
Geometry (Å):
C 2.14 -0.07 0.22  0.645
C -1.77 -1.09 -0.29  -0.192
C -2.71 0.03 0.20  -0.219
C -0.64 1.08 0.32  -0.142
N 2.51 -1.25 0.48  -0.754
N 2.67 0.94 -0.38  -0.756
N -1.52 0.34 -0.57  -0.414
H -1.19 -1.44 0.48  0.227
H -1.84 -1.59 -1.24  0.268
H -3.62 0.16 -0.47  0.289
H -2.68 0.16 1.32  0.283
H 0.05 1.72 -0.27  0.210
H -0.79 1.15 1.45  0.262
H 1.81 -1.79 1.00  0.448
H 3.49 -1.76 0.45  0.490
H 2.41 1.87 -0.08  0.449
H 3.29 0.87 -1.11  0.442
H -1.62 0.65 -1.50  0.464

***

# 2
Density functional theory data (ωB97M-V with the def2-TZVPD basis set) for an isolated ion of composition C4H11N3 and charge +2.

Its net charge is +2. The HOMO energy is -19.0 eV. Its HOMO-LUMO gap is 9.1 eV.

Each line ends with the natural charge from an NBO analysis.
Geometry (Å):
C -1.29 0.48 0.19  0.509
C -0.28 -1.74 0.06  -0.047
C 1.09 0.28 0.49  0.193
C 1.71 1.40 -0.22  -0.716
N -1.38 -0.84 0.01  -0.619
N -2.24 1.33 0.10  -0.746
N 1.02 -1.02 -0.30  -0.564
H -0.08 -2.39 1.04  0.264
H -0.34 -2.55 -0.66  0.261
H 1.10 0.40 1.61  0.292
H 1.72 1.08 -1.20  0.224
H 2.74 1.54 0.10  0.307
H 1.22 2.36 0.11  0.309
H -2.35 -1.19 -0.22  0.453
H -2.18 2.37 0.30  0.480
H -3.28 1.02 -0.04  0.451
H 1.84 -1.74 -0.11  0.506
H 0.99 -0.80 -1.25  0.446

***

# 3
Density functional theory data (ωB97M-V with the def2-TZVPD basis set) for a 2-piece molecular cluster, C4H11N3 overall.

Its net charge is +2. The HOMO energy is -18.3 eV. Its HOMO-LUMO gap is 9.2 eV.

Each line ends with the natural charge from an NBO analysis.
Geometry (Å):
C 1.94 -0.12 0.14  0.241
C -0.46 -1.71 0.25  0.152
C 0.89 2.00 -0.46  0.113
C -2.30 -0.12 -0.21  -0.455
N 1.67 1.26 0.25  -0.486
N 3.12 -0.37 -0.30  -0.667
N -1.48 -1.00 0.64  -0.404
H -0.13 -1.52 -0.71  0.199
H 0.06 -2.44 0.76  0.241
H 0.57 2.98 -0.21  0.265
H 0.43 1.42 -1.23  0.212
H -2.11 -0.24 -1.22  0.241
H -3.40 -0.21 0.03  0.289
H -2.20 0.95 0.22  0.239
H 2.21 1.61 1.07  0.466
H 3.39 -1.43 -0.38  0.462
H 3.91 0.25 -0.51  0.438
H -1.70 -1.03 1.66  0.453

***

# 4
Density functional theory data (ωB97M-V with the def2-TZVPD basis set) for one molecule with the formula C4H11N3O.

As for the SMILES: CC(=O)C(N)(N)CN. Its net charge is 0. The HOMO energy is -8.8 eV. Its HOMO-LUMO gap is 9.6 eV.

Each line ends with the natural charge from an NBO analysis.
Geometry (Å):
C 1.81 -0.17 1.02  -0.728
C 1.19 -0.11 -0.37  0.526
O 1.95 0.02 -1.36  -0.595
C -0.31 0.40 -0.51  0.140
N -0.73 1.42 0.44  -0.850
N -0.53 0.89 -1.85  -0.829
C -0.96 -0.96 -0.21  -0.127
N -1.60 -1.12 1.03  -0.862
H 1.08 -0.44 1.78  0.227
H 2.23 0.82 1.27  0.241
H 2.61 -0.91 1.02  0.242
H -0.12 1.51 1.24  0.362
H -0.73 2.34 -0.01  0.387
H -0.78 0.15 -2.50  0.367
H 0.37 1.23 -2.19  0.386
H 0.21 -1.54 -0.25  0.139
H -1.53 -1.38 -1.04  0.190
H -1.96 -0.23 1.39  0.402
H -2.20 -1.93 1.12  0.382

***

# 5
Density functional theory data (ωB97M-V with the def2-TZVPD basis set) for one molecule with the formula C4H11N3O.

Its net charge is 0. The HOMO energy is -6.4 eV. Its HOMO-LUMO gap is 6.9 eV.

Each line ends with the natural charge from an NBO analysis.
Geometry (Å):
C 0.95 0.47 0.20  0.536
C 1.29 1.71 -0.54  -0.700
C -1.37 0.39 -0.93  -0.653
C -0.40 -0.18 0.10  0.267
N 1.88 -0.22 0.84  -0.713
N -1.32 -2.31 -0.07  -0.697
O -0.87 0.61 1.43  -0.834
N -0.16 -1.53 0.18  -0.602
H -0.60 0.03 2.15  0.457
H 1.56 -1.20 0.98  0.457
H 2.85 0.06 0.82  0.396
H -1.02 -3.27 -0.13  0.348
H -2.01 -2.23 0.68  0.325
H 2.33 2.02 -0.38  0.218
H 0.64 2.52 -0.20  0.267
H 1.11 1.57 -1.60  0.260
H -2.34 -0.07 -0.78  0.246
H -1.48 1.46 -0.82  0.209
H -1.02 0.14 -1.94  0.212

***

# 6
Density functional theory data (ωB97M-V with the def2-TZVPD basis set) for one molecule with the formula C4H11N3O.

As for the SMILES: CC(=O)NCN(C)N. Its net charge is 0. The HOMO energy is -8.4 eV. Its HOMO-LUMO gap is 9.2 eV.

Each line ends with the natural charge from an NBO analysis.
Geometry (Å):
C -1.72 -0.66 -1.94  -0.716
C -0.53 0.01 -1.29  0.685
O -0.34 1.21 -1.35  -0.634
N 0.37 -0.86 -0.75  -0.636
C 1.48 -0.44 0.08  -0.068
N 1.15 0.37 1.24  -0.290
C -0.20 0.02 1.85  -0.444
N 1.31 1.73 0.95  -0.679
H -2.42 -1.03 -1.18  0.228
H -2.24 0.05 -2.58  0.243
H -1.39 -1.50 -2.55  0.225
H 0.07 -1.82 -0.66  0.390
H 2.18 0.15 -0.51  0.224
H 1.97 -1.36 0.43  0.190
H -0.10 -1.01 2.19  0.194
H -1.13 0.12 1.26  0.176
H -0.34 0.67 2.71  0.203
H 0.59 2.07 0.29  0.363
H 1.28 2.26 1.81  0.345

***

# 7
Density functional theory data (ωB97M-V with the def2-TZVPD basis set) for C4H11N3O as an isolated structure.

Its net charge is 0. The HOMO energy (spin up / spin down) is -9.0 / -9.0 eV. Its HOMO-LUMO gap (spin up / spin down) is 8.9 / 8.9 eV.

Each line ends with the natural charge from an NBO analysis.
Geometry (Å):
C 0.49 -1.27 -0.66  -0.329
C -2.16 -0.43 0.50  -0.419
C 1.79 0.54 0.63  -0.527
N -0.86 0.17 0.80  -0.197
N 1.86 -1.08 -0.32  -0.489
C 0.03 0.18 -0.35  0.470
O -1.07 1.50 1.25  -0.575
N -0.04 1.13 -1.25  -0.803
H -1.17 2.03 0.43  0.467
H 2.35 -0.72 -1.15  0.342
H -0.01 0.76 -2.20  0.355
H 0.31 -1.52 -1.71  0.197
H 0.04 -1.98 0.03  0.202
H -2.68 0.11 -0.31  0.183
H -2.03 -1.47 0.23  0.204
H -2.76 -0.37 1.41  0.224
H 2.77 0.85 0.26  0.216
H 1.33 1.52 0.80  0.260
H 1.82 0.05 1.60  0.219

***

# 8
Density functional theory data (ωB97M-V with the def2-TZVPD basis set) for one molecule with the formula C4H11N3O.

Its net charge is 0. The HOMO energy is -8.3 eV. Its HOMO-LUMO gap is 5.4 eV.

Each line ends with the natural charge from an NBO analysis.
Geometry (Å):
O 1.28 -0.33 -0.80  -0.694
C 0.30 -0.01 0.17  0.226
N -0.58 1.00 -0.17  -0.317
C -0.10 2.27 0.18  -0.104
N 1.10 2.63 -0.63  -0.829
C -0.50 -1.36 0.51  -0.082
C -1.44 -1.74 -0.64  -0.607
N 0.49 -2.33 0.65  -0.551
H 0.80 0.25 1.12  0.126
H 0.19 2.33 1.25  0.178
H -0.86 3.02 -0.04  0.187
H 1.87 3.02 -0.12  0.367
H 1.35 1.82 -1.18  0.388
H -1.08 -1.15 1.41  0.193
H -1.94 -2.67 -0.40  0.220
H -0.86 -1.97 -1.54  0.226
H -2.11 -0.91 -0.85  0.237
H 0.61 -2.58 1.63  0.340
H 1.51 -1.26 -0.53  0.498

***

# 9
Density functional theory data (ωB97M-V with the def2-TZVPD basis set) for C4H11N3O as an isolated structure.

Its net charge is 0. The HOMO energy is -9.8 eV. Its HOMO-LUMO gap is 10.6 eV.

Each line ends with the natural charge from an NBO analysis.
Geometry (Å):
C 0.70 2.04 -0.56  0.537
C 0.21 3.24 0.13  -0.678
C 1.64 0.33 -1.16  0.137
C -1.54 -1.05 -0.41  -0.870
N 1.42 1.09 -0.07  -0.515
N 1.02 0.69 -2.25  -0.137
N 2.38 -1.52 1.71  -1.080
O 0.41 1.90 -1.87  -0.292
H -0.44 -1.23 -0.34  0.216
H 0.22 3.08 1.22  0.250
H 0.94 4.15 -0.09  0.248
H -0.79 3.48 -0.21  0.243
H 2.05 -0.66 -1.06  0.205
H -2.00 -0.26 0.13  0.213
H -1.96 -0.96 -1.44  0.223
H -1.92 -1.87 0.18  0.215
H 1.88 -0.64 1.78  0.382
H 2.85 -1.52 0.84  0.344
H 1.88 -2.36 1.75  0.359

***

# 10
Density functional theory data (ωB97M-V with the def2-TZVPD basis set) for a 2-piece molecular cluster, C4H11N3O overall.

As for the SMILES: [H]/N=C(/C)O/C(C)=N/[H].N. Its net charge is 0. The HOMO energy is -9.7 eV. Its HOMO-LUMO gap is 10.6 eV.

Each line ends with the natural charge from an NBO analysis.
Geometry (Å):
H 0.17 1.71 -1.24  0.378
N 1.08 1.44 -0.89  -0.687
C 1.11 0.53 -0.04  0.614
C 2.37 0.02 0.56  -0.685
O 0.00 0.19 0.86  -0.541
C -1.28 0.30 0.48  0.607
C -2.21 0.33 1.67  -0.689
N -1.61 0.37 -0.74  -0.770
H -2.61 0.39 -0.90  0.357
H 2.45 0.34 1.60  0.228
H 2.34 -1.07 0.53  0.244
H 3.22 0.37 0.00  0.236
H -2.24 1.34 2.07  0.238
H -1.83 -0.34 2.45  0.237
H -3.21 0.02 1.38  0.222
N 0.69 -1.48 -1.71  -1.100
H -0.19 -0.96 -1.67  0.390
H 0.46 -2.43 -2.00  0.357
H 1.29 -1.07 -2.42  0.365

***

# 11
Density functional theory data (ωB97M-V with the def2-TZVPD basis set) for one molecule with the formula C4H11N3O.

As for the SMILES: NCNCCNC=O. Its net charge is 0. The HOMO energy is -9.6 eV. Its HOMO-LUMO gap is 10.2 eV.

Each line ends with the natural charge from an NBO analysis.
Geometry (Å):
N -1.73 0.99 -2.69  -0.819
C -0.32 1.06 -1.98  -0.072
N -0.19 -0.08 -1.02  -0.657
C 0.78 0.36 0.01  -0.246
C 1.06 -0.96 0.85  -0.239
N -0.05 -1.00 1.80  -0.628
C 0.20 -0.76 3.12  0.522
O 1.23 -0.98 3.69  -0.591
H -2.26 0.55 -1.93  0.328
H -1.66 0.24 -3.39  0.348
H 0.37 0.82 -2.91  0.190
H -0.34 2.11 -1.66  0.187
H -1.10 -0.42 -0.61  0.343
H 0.51 1.28 0.51  0.193
H 1.76 0.41 -0.57  0.205
H 2.10 -0.84 1.38  0.228
H 1.20 -1.90 0.31  0.220
H -0.95 -0.48 1.37  0.374
H -0.60 -0.41 3.75  0.114

***

# 12
Density functional theory data (ωB97M-V with the def2-TZVPD basis set) for a 2-piece molecular cluster, C4H11N3O overall.

Its net charge is +2. The HOMO energy is -20.2 eV. Its HOMO-LUMO gap is 10.3 eV.

Each line ends with the natural charge from an NBO analysis.
Geometry (Å):
C 1.41 -0.29 0.31  0.582
C -0.33 0.66 -1.96  -0.701
C -1.74 0.02 1.63  -0.453
C -0.52 0.70 -0.45  0.250
N 1.77 -0.93 -0.62  0.058
N 1.42 -0.04 1.57  -0.783
N -1.37 -0.04 0.21  -0.397
O 1.69 -1.59 -1.73  -0.359
H 0.65 0.59 -2.28  0.256
H -0.94 -0.30 -2.30  0.251
H -0.72 1.59 -2.51  0.336
H -2.72 0.49 1.89  0.298
H -1.68 -0.95 2.09  0.258
H -0.96 0.70 2.20  0.223
H -0.03 1.55 0.09  0.236
H 1.41 0.92 1.95  0.466
H 1.67 -0.74 2.31  0.489
H 2.67 -1.55 -2.06  0.555
H -1.69 -0.79 -0.34  0.433

***

Number 1: molecular weight 101.15 g/mol, total energy -8773.8178 eV. Number 2: molecular weight 101.15 g/mol, total energy -8775.6106 eV. Number 3: molecular weight 101.15 g/mol, total energy -8776.0725 eV. Number 4: molecular weight 117.15 g/mol, total energy -10842.6340 eV. Number 5: molecular weight 117.15 g/mol, total energy -10841.1249 eV. Number 6: molecular weight 117.15 g/mol, total energy -10843.4592 eV. Number 7: molecular weight 117.15 g/mol, total energy -10837.9139 eV. Number 8: molecular weight 117.15 g/mol, total energy -10838.5840 eV. Number 9: molecular weight 117.15 g/mol, total energy -10842.5802 eV. Number 10: molecular weight 117.15 g/mol, total energy -10843.9242 eV. Number 11: molecular weight 117.15 g/mol, total energy -10842.1725 eV. Number 12: molecular weight 117.15 g/mol, total energy -10821.7860 eV.